Entry from the Open Molecules 2025 dataset: a molecular structure, C4H9FO2Tl in a non-equilibrium geometry (ωB97M-V/def2-TZVPD).

E_HOMO (Eh): -0.0659
ΔE to the lowest compared entry with this formula, charge and spin (kJ/mol): 354.8
Electronic energy (eV): -15793.118
Largest force on an atom (Eh/bohr): 0.074

Geometry as ORCA input:
```
! RIJCOSX wB97M-V def2-TZVPD def2/J DEFGRID3
* xyz -1 1
F 2.42 0.32 -0.22
C -0.67 2.92 -1.88
O -0.47 2.65 -0.43
C -1.53 1.97 0.19
C -0.99 0.95 1.19
O -0.30 -0.08 0.57
H 0.13 3.66 -2.10
H -1.61 3.51 -1.96
H -2.13 1.43 -0.58
H -2.21 2.68 0.69
H -1.87 0.57 1.77
H -0.36 1.50 1.92
Tl 0.51 0.77 -1.39
C 1.74 -0.41 1.23
H 2.22 -0.92 2.08
H 1.72 0.55 1.77
H 1.58 -1.36 0.70
*
```